Computed, not measured: a single C22H20F3N3O2S molecule, with the ωB97M-V functional and the def2-TZVPD basis.

SMILES string: COc1ccc(-c2cc(C(F)(F)F)nc(SCCC(=O)NCc3ccccc3)n2)cc1
LUMO energy (eV): 0.023
Kohn-Sham gap (eV): 8.5
Total energy (eV): -50692.94388

Atoms and positions in Å:
C -8.088 -1.314 1.364
O -7.199 -1.845 0.409
C -6.013 -1.227 0.203
C -5.581 -0.078 0.864
C -4.348 0.464 0.567
C -3.512 -0.110 -0.393
C -2.226 0.516 -0.670
C -1.374 0.114 -1.718
C -0.211 0.841 -1.865
C 0.726 0.553 -3.012
F 0.187 0.913 -4.191
F 1.010 -0.757 -3.121
F 1.896 1.191 -2.915
N 0.144 1.839 -1.073
C -0.715 2.124 -0.097
S -0.325 3.429 0.972
C 1.424 3.718 0.529
C 2.359 2.795 1.305
C 2.126 1.326 0.965
O 1.255 0.663 1.493
N 2.970 0.828 0.041
C 2.996 -0.576 -0.321
C 4.255 -1.232 0.185
C 5.201 -1.741 -0.694
C 6.364 -2.317 -0.213
C 6.595 -2.381 1.151
C 5.657 -1.871 2.033
C 4.493 -1.300 1.552
N -1.876 1.533 0.111
C -3.951 -1.266 -1.047
C -5.177 -1.813 -0.753
H -7.645 -1.309 2.365
H -8.402 -0.300 1.098
H -8.955 -1.972 1.357
H -6.197 0.398 1.610
H -4.005 1.350 1.077
H -1.605 -0.695 -2.388
H 1.618 4.759 0.785
H 1.510 3.568 -0.545
H 2.170 2.917 2.374
H 3.392 3.074 1.092
H 3.664 1.420 -0.385
H 2.115 -1.029 0.143
H 2.928 -0.680 -1.407
H 5.023 -1.692 -1.758
H 7.093 -2.715 -0.904
H 7.504 -2.829 1.525
H 5.832 -1.922 3.098
H 3.755 -0.905 2.236
H -3.332 -1.752 -1.783
H -5.522 -2.706 -1.251

These are the Löwdin partial charges, in e, on atoms 1 to 2: C -0.083; O -0.076

Computed, not measured: C18H20BrN3O9RuS2 as an isolated structure, with the ωB97M-V functional and the def2-TZVPD basis.

Energy relative to the best compared isomer or geometry (same formula, charge and spin) (kcal per mole): 19.7
LUMO energy (eV): -6.521
Net charge: +2
Kohn-Sham gap (eV): 7.4
Total energy (eV): -136169.53870

Atoms and positions in Å:
Ru -0.174 0.540 -0.415
O 2.858 1.572 -3.185
C 2.194 1.173 -2.134
O 1.181 1.722 -1.706
C 2.777 0.026 -1.382
C 4.044 -0.522 -1.483
C 4.445 -1.380 -0.459
C 3.630 -1.575 0.653
C 2.379 -0.977 0.649
N 1.961 -0.282 -0.391
C 1.405 -0.769 1.777
O 1.519 -1.405 2.916
O 0.518 0.064 1.634
H 2.429 2.347 -3.590
H 4.705 -0.266 -2.299
H 5.425 -1.837 -0.493
H 3.995 -2.150 1.494
H 2.190 -2.102 2.898
Br -1.167 -5.851 -0.430
C -2.024 -4.345 0.306
C -3.200 -4.537 1.007
C -3.876 -3.437 1.513
C -3.396 -2.154 1.310
C -2.229 -1.976 0.596
C -1.521 -3.058 0.089
C -0.225 -2.884 -0.594
O 0.822 -3.320 -0.255
O -0.157 -2.000 -1.704
H -3.584 -5.536 1.148
H -4.793 -3.580 2.066
H -3.931 -1.297 1.700
H -2.427 -0.041 0.738
C -0.787 -1.889 -4.176
S -1.274 -1.291 -2.611
O -0.900 0.120 -2.478
O -2.591 -1.699 -2.290
O -1.784 -0.677 0.382
H -1.391 -1.360 -4.912
H -1.007 -2.954 -4.196
H 0.272 -1.691 -4.319
C 1.180 4.685 1.338
N 0.275 3.761 0.654
C -0.960 3.401 0.972
S -1.770 2.177 0.025
N -1.679 3.958 1.933
C -1.449 5.199 2.679
H 2.185 4.479 0.979
H 1.167 4.516 2.411
H 0.944 5.724 1.121
H 0.613 3.340 -0.198
H -2.556 3.490 2.102
H -1.141 5.999 2.012
H -0.720 5.064 3.474
H -2.397 5.482 3.126

These are the Löwdin partial charges, in e, on atoms 1 to 2: Ru 1.008; O 0.212

Computed, not measured: an isolated ion of composition C6H13N2O2 and charge +1 at a distorted geometry, with the ωB97M-V functional and the def2-TZVPD basis.

Energy relative to the best compared isomer or geometry (same formula, charge and spin) (kcal per mole): 0.0
SMILES string: CC1=[NH+][C@@](C)(O)[C@](C)(O)N1
LUMO energy (eV): -2.631
Net charge: +1
Kohn-Sham gap (eV): 11.7
Total energy (eV): -13502.44698

Atoms and positions in Å:
C -3.059 -0.020 -0.021
C -1.581 -0.102 -0.005
N -0.893 -1.179 0.207
C 0.802 -0.773 -0.068
C 1.575 -1.430 1.034
O 1.061 -1.164 -1.321
C 0.615 0.769 0.027
C 1.423 1.528 -1.015
O 0.906 1.156 1.329
N -0.826 0.966 -0.218
H -3.401 0.618 0.793
H -3.509 -1.002 0.088
H -3.398 0.425 -0.955
H -1.257 -2.109 0.315
H 1.241 -1.073 2.003
H 2.627 -1.170 0.919
H 1.472 -2.511 0.983
H 1.423 -2.065 -1.349
H 1.187 2.588 -0.956
H 1.197 1.165 -2.012
H 2.485 1.394 -0.825
H 1.121 2.097 1.372
H -1.214 1.891 -0.322

These are the Löwdin partial charges, in e, on atoms 1 to 2: C 0.040; C -0.348

Computed, not measured: a single C25H30Br2N2O2 molecule at a distorted geometry, with the ωB97M-V functional and the def2-TZVPD basis.

LUMO energy (eV): -1.302
Kohn-Sham gap (eV): 4.5
Total energy (eV): -173568.68518

Atoms and positions in Å:
C -4.721 -0.315 -1.171
N -3.586 0.471 -0.740
C -3.400 1.626 -1.582
C -2.138 2.415 -1.256
N -1.688 2.358 0.134
C -0.584 3.087 0.444
C -0.156 3.272 1.881
C 0.932 4.369 2.129
C 1.870 4.571 0.946
C 1.051 4.995 -0.270
C -0.082 4.001 -0.614
C -2.315 1.443 1.098
C -3.637 0.832 0.657
H -4.773 -1.250 -0.604
H -5.688 0.208 -1.057
H -4.594 -0.560 -2.232
H -3.335 1.254 -2.614
H -4.280 2.301 -1.516
H -1.349 2.044 -1.934
H -2.374 3.456 -1.538
H -1.076 3.750 2.240
H 0.413 5.322 2.332
H 1.504 4.137 3.035
H 2.633 5.328 1.172
H 2.400 3.633 0.735
H 0.617 5.991 -0.084
H 1.718 5.103 -1.135
H 0.287 3.388 -1.454
H -0.894 4.635 -1.015
H -1.657 0.575 1.264
H -2.484 1.956 2.059
H -4.476 1.521 0.890
H -3.792 -0.096 1.225
C -2.027 1.311 8.838
O -2.304 2.331 7.859
C -1.747 2.190 6.628
C -1.026 1.046 6.208
C -0.451 1.037 4.942
C -0.529 2.146 4.083
C 0.113 2.054 2.690
C 1.576 1.626 2.768
C 2.220 1.148 1.603
C 3.508 0.667 1.642
Br 4.387 0.071 0.071
C 4.264 0.569 2.921
O 5.360 0.006 3.011
C 3.579 1.179 4.084
Br 4.498 1.195 5.739
C 2.312 1.712 3.969
C -1.246 3.271 4.522
C -1.890 3.279 5.746
H -2.607 1.619 9.703
H -2.350 0.318 8.490
H -0.952 1.290 9.086
H -0.899 0.196 6.879
H 0.090 0.148 4.615
H -0.343 1.180 2.209
H 1.692 1.144 0.643
H 1.876 2.185 4.847
H -1.323 4.180 3.930
H -2.469 4.142 6.071

These are the Löwdin partial charges, in e, on atoms 1 to 2: C -0.089; N -0.238

Computed, not measured: a 9-piece molecular cluster, C36H43N9O5 overall, with the ωB97M-V functional and the def2-TZVPD basis.

SMILES string: N#COOC(=O)OCC=O.c1cc[nH]c1.c1cc[nH]c1.c1cc[nH]c1.c1cc[nH]c1.c1cc[nH]c1.c1cc[nH]c1.c1cc[nH]c1.c1cc[nH]c1
LUMO energy (eV): -1.400
Kohn-Sham gap (eV): 6.7
Total energy (eV): -61670.47371

Atoms and positions in Å:
N 5.847 -4.502 1.970
C 5.791 -3.524 1.368
O 5.732 -2.381 0.741
O 4.343 -1.975 0.714
C 4.006 -1.518 2.002
O 4.696 -0.791 2.635
O 2.848 -2.011 2.418
C 1.862 -2.364 1.416
C 1.769 -3.891 1.334
O 1.325 -4.523 2.249
H 2.082 -1.913 0.451
H 0.905 -1.988 1.777
H 2.135 -4.358 0.401
C 1.424 0.298 6.835
C 2.677 -0.217 7.271
C 3.468 -0.353 6.161
N 2.742 0.053 5.075
C 1.497 0.456 5.476
H 0.571 0.533 7.451
H 2.962 -0.458 8.281
H 4.480 -0.703 6.050
H 3.078 0.045 4.129
H 0.773 0.816 4.764
C 1.348 5.727 4.448
C 1.050 5.279 5.764
C 1.548 4.009 5.890
N 2.136 3.673 4.703
C 2.021 4.713 3.820
H 1.101 6.681 4.014
H 0.530 5.828 6.532
H 1.538 3.319 6.716
H 2.581 2.793 4.515
H 2.428 4.646 2.825
C -0.312 7.426 -0.272
C -0.613 6.978 1.045
C -0.121 5.707 1.167
N 0.462 5.369 -0.024
C 0.352 6.411 -0.906
H -0.555 8.383 -0.701
H -1.131 7.528 1.813
H -0.134 5.020 1.996
H 0.903 4.491 -0.223
H 0.754 6.343 -1.902
C -2.946 -2.927 -0.958
C -3.051 -2.338 0.332
C -2.075 -2.895 1.116
N -1.387 -3.796 0.347
C -1.912 -3.823 -0.917
H -3.568 -2.724 -1.815
H -3.764 -1.596 0.649
H -1.818 -2.734 2.149
H -0.624 -4.361 0.667
H -1.508 -4.472 -1.675
C -1.866 -3.575 9.169
C -2.714 -2.434 9.157
C -2.100 -1.479 8.389
N -0.917 -1.998 7.941
C -0.767 -3.273 8.409
H -2.043 -4.508 9.677
H -3.664 -2.327 9.654
H -2.405 -0.481 8.126
H -0.258 -1.514 7.357
H 0.105 -3.855 8.162
C -7.215 -2.002 -3.900
C -6.631 -2.757 -4.954
C -5.305 -2.423 -5.009
N -5.066 -1.496 -4.030
C -6.224 -1.234 -3.349
H -8.244 -2.021 -3.582
H -7.129 -3.464 -5.596
H -4.516 -2.770 -5.653
H -4.175 -1.074 -3.839
H -6.243 -0.531 -2.534
C -0.413 -2.485 -8.111
C -1.389 -2.734 -7.107
C -2.125 -1.588 -6.963
N -1.632 -0.659 -7.837
C -0.590 -1.197 -8.541
H 0.331 -3.173 -8.476
H -1.533 -3.649 -6.557
H -2.952 -1.354 -6.316
H -1.981 0.275 -7.946
H -0.068 -0.620 -9.286
C 2.749 0.809 -9.373
C 1.874 1.927 -9.306
C 2.470 2.956 -9.984
N 3.671 2.502 -10.457
C 3.849 1.196 -10.091
H 2.588 -0.166 -8.943
H 0.917 1.971 -8.813
H 2.144 3.965 -10.170
H 4.323 3.046 -10.990
H 4.737 0.656 -10.371

These are the Löwdin partial charges, in e, on atoms 1 to 2: N 0.219; C -0.298

Computed, not measured: C3H4S as an isolated structure at a distorted geometry, with the ωB97M-V functional and the def2-TZVPD basis.

Energy relative to the best compared isomer or geometry (same formula, charge and spin) (kcal per mole): 78.0
LUMO energy (eV): 0.412
Kohn-Sham gap (eV): 8.2
Total energy (eV): -14006.19581

Atoms and positions in Å:
C 1.383 -0.807 1.543
C 1.114 -0.398 0.378
C -0.388 0.320 -0.710
S 2.880 -0.493 0.281
H 1.019 -1.105 2.554
H 0.107 1.220 -1.104
H -1.061 0.479 0.064
H -0.471 -0.655 -1.139

These are the Löwdin partial charges, in e, on atoms 1 to 2: C -0.272; C -0.625

Computed, not measured: a single C6H6O4 molecule at a distorted geometry, with the ωB97M-V functional and the def2-TZVPD basis.

Energy relative to the best compared isomer or geometry (same formula, charge and spin) (kcal per mole): 24.0
SMILES string: CC1=C(CO)C(=O)OC1=O
LUMO energy (eV): -1.021
Kohn-Sham gap (eV): 9.5
Total energy (eV): -14508.42264

Atoms and positions in Å:
C -1.563 1.430 0.133
C -0.816 0.197 -0.056
C 0.475 -0.173 -0.001
C 1.771 0.556 0.031
O 2.776 -0.003 -0.711
C 0.499 -1.659 0.041
O 1.423 -2.372 0.359
O -0.756 -2.131 -0.119
C -1.598 -1.051 -0.175
O -2.724 -1.219 -0.512
H -1.726 1.683 1.290
H -2.640 1.084 -0.126
H -1.310 2.391 -0.420
H 1.507 1.613 -0.228
H 1.973 0.616 1.163
H 2.710 -0.964 -0.668

These are the Löwdin partial charges, in e, on atoms 1 to 2: C -0.033; C -0.151

Computed, not measured: C39H18Cl3F4Ge2N6PdS2 as an isolated structure at a distorted geometry, with the ωB97M-V functional and the def2-TZVPD basis.

Energy relative to the best compared isomer or geometry (same formula, charge and spin) (kcal per mole): 35.6
LUMO energy (spin up / spin down) (eV): 3.494 / 1.176
2S+1: 4
Net charge: -2
Kohn-Sham gap (spin up / spin down) (eV): 6.4 / 4.9
Total energy (eV): -236297.68720

Atoms and positions in Å:
Pd -0.694 0.705 0.861
S -1.346 -1.370 1.460
C -0.375 -1.794 2.794
C -0.466 -3.110 3.297
C 0.303 -3.522 4.355
C 0.155 -4.862 4.856
N -0.008 -5.934 5.241
C 1.216 -2.607 4.956
C 1.302 -1.318 4.497
C 0.501 -0.863 3.422
S 0.581 0.762 2.936
C 2.034 -3.023 6.066
N 2.674 -3.345 6.966
H -1.156 -3.801 2.828
H 1.987 -0.624 4.965
Cl -0.114 2.834 0.083
Ge -0.405 1.935 -2.101
Cl -2.369 2.927 -2.798
Cl 0.852 3.675 -3.043
C -1.708 0.370 -0.839
Ge -3.575 0.927 -0.585
C -4.665 0.517 -2.179
C -4.547 -0.783 -2.674
C -5.317 -1.220 -3.745
C -6.230 -0.358 -4.339
C -6.358 0.939 -3.858
C -5.582 1.372 -2.790
C -3.720 2.679 0.328
C -4.282 3.823 -0.238
C -4.382 5.007 0.484
C -3.914 5.068 1.788
C -3.372 3.933 2.375
C -3.294 2.749 1.654
C -4.624 -0.167 0.740
C -5.527 0.488 1.583
C -6.296 -0.209 2.508
C -6.185 -1.590 2.607
C -5.332 -2.267 1.747
C -4.574 -1.561 0.819
H -1.521 -0.610 -1.277
H -3.837 -1.467 -2.214
H -5.204 -2.233 -4.115
H -6.835 -0.694 -5.172
H -7.065 1.619 -4.323
H -5.685 2.392 -2.436
H -4.606 3.804 -1.271
H -4.811 5.887 0.018
H -3.970 5.996 2.345
H -3.004 3.968 3.394
H -2.905 1.870 2.141
H -5.630 1.566 1.524
H -6.978 0.329 3.157
H -6.763 -2.135 3.345
H -5.249 -3.347 1.800
H -3.934 -2.114 0.141
F 2.244 -2.508 0.810
C 3.383 -2.374 1.486
C 3.853 -3.471 2.138
F 3.138 -4.593 2.049
C 5.044 -3.474 2.910
C 5.678 -2.206 2.960
C 5.221 -1.113 2.294
F 5.929 0.010 2.404
C 4.054 -1.119 1.487
C 3.623 0.005 0.744
C 2.447 0.009 -0.057
N 1.485 0.048 -0.695
C 4.346 1.236 0.717
N 4.914 2.238 0.647
F 6.799 -2.069 3.667
C 5.555 -4.624 3.550
C 5.003 -5.929 3.377
N 4.638 -7.015 3.235
C 6.721 -4.614 4.374
N 7.668 -4.687 5.030

These are the Löwdin partial charges, in e, on atoms 1 to 2: Pd 0.202; S 0.789

Computed, not measured: a 2-piece molecular cluster, C13H22ClFN3O3PS overall at a distorted geometry, with the ωB97M-V functional and the def2-TZVPD basis.

LUMO energy (spin up / spin down) (eV): 2.615 / 2.612
2S+1: 2
Net charge: -1
Kohn-Sham gap (spin up / spin down) (eV): 7.2 / 7.2
Total energy (eV): -59814.01790

Atoms and positions in Å:
C -2.779 -0.755 -1.815
C -1.478 -0.750 -0.932
C -1.031 -2.202 -0.874
C -0.454 0.159 -1.632
C 0.510 0.958 -0.708
C 1.651 0.028 -0.254
C 2.419 0.527 0.974
S 2.044 -0.392 2.477
C 2.373 -2.035 1.960
N 1.634 -3.067 1.927
N 2.432 -4.100 1.412
C 3.556 -3.604 1.166
O 3.627 -2.283 1.489
P 1.139 2.360 -1.798
O 1.357 1.574 -3.228
Cl 3.090 2.698 -1.199
C -0.262 1.635 0.446
C -1.713 1.140 0.678
C -2.687 2.009 -0.145
C -2.037 1.418 2.144
N -1.877 -0.296 0.424
O -1.489 -1.052 1.386
H -3.052 -1.773 -2.075
H -2.648 -0.202 -2.738
H -3.610 -0.335 -1.264
H -1.844 -2.806 -0.491
H -0.869 -2.531 -1.897
H -0.162 -2.360 -0.247
H 0.158 -0.496 -2.246
H -0.914 0.858 -2.324
H 2.363 -0.048 -1.083
H 1.279 -0.981 -0.096
H 2.251 1.573 1.236
H 3.486 0.453 0.800
H 4.423 -4.073 0.749
H 1.779 0.712 -3.096
H 0.267 1.604 1.394
H -0.355 2.689 0.194
H -2.546 3.031 0.170
H -3.702 1.693 0.075
H -2.477 1.905 -1.206
H -3.071 1.155 2.352
H -1.333 0.944 2.815
H -1.939 2.491 2.293
F 2.491 2.524 2.786

These are the Löwdin partial charges, in e, on atoms 1 to 2: C -0.018; C -0.443

Computed, not measured: C2H4O3S as an isolated structure at a distorted geometry, with the ωB97M-V functional and the def2-TZVPD basis.

Energy relative to the best compared isomer or geometry (same formula, charge and spin) (kcal per mole): 57.9
LUMO energy (eV): 0.472
Kohn-Sham gap (eV): 10.4
Total energy (eV): -19113.31203

Atoms and positions in Å:
C 0.239 -0.470 1.167
C 0.615 -0.482 -0.290
O 0.347 -1.652 0.385
O -1.026 -0.242 1.719
O -0.769 -0.005 -1.351
S 2.112 0.051 -0.943
H 0.965 -0.357 1.972
H -1.547 0.327 1.004
H -1.427 -0.677 -1.013
H 1.750 1.308 -1.334

These are the Löwdin partial charges, in e, on atoms 1 to 2: C -0.340; C -0.696

Computed, not measured: C12H24Cl2MnN3O2P2 as an isolated structure at a distorted geometry, with the ωB97M-V functional and the def2-TZVPD basis.

LUMO energy (spin up / spin down) (eV): -9.221 / -9.627
2S+1: 5
Net charge: +2
Kohn-Sham gap (spin up / spin down) (eV): 5.6 / 5.2
Total energy (eV): -96325.46831

Atoms and positions in Å:
C -0.246 5.918 2.803
C 0.000 4.471 2.493
H 0.396 6.521 2.158
H -0.005 6.137 3.854
H -1.296 6.176 2.606
O 0.750 3.993 1.672
Cl -0.997 3.429 3.516
Mn 0.022 0.291 0.374
P -1.772 0.540 -1.330
C -1.557 0.494 -3.141
C -3.204 -0.557 -1.049
H -2.654 2.301 0.070
H -3.336 2.368 -1.600
H -1.666 2.945 -1.269
C -2.432 2.206 -1.000
H -3.456 -0.559 0.018
H -4.059 -0.205 -1.643
H -2.496 0.762 -3.645
H -1.253 -0.517 -3.442
H -2.938 -1.576 -1.359
H -0.766 1.197 -3.431
C 0.967 0.069 -1.203
O 1.485 -0.225 -2.221
Cl -1.525 0.425 1.990
C 2.016 -3.279 3.665
N 1.132 -3.542 2.508
C 1.891 -4.125 1.387
N 3.089 -3.319 1.034
C 3.922 -3.040 2.227
N 3.147 -2.398 3.309
C 2.737 -1.025 2.977
P 1.622 -1.053 1.460
C 0.409 -2.335 2.122
C 2.745 -2.077 0.360
H 2.439 -4.238 4.003
H 1.427 -2.808 4.463
H 1.241 -4.230 0.505
H 2.244 -5.116 1.697
H 4.748 -2.378 1.929
H 4.295 -4.001 2.614
H 2.203 -0.577 3.829
H 3.634 -0.415 2.787
H -0.359 -2.590 1.379
H -0.103 -1.913 2.999
H 3.655 -1.488 0.170
H 2.266 -2.262 -0.610

These are the Löwdin partial charges, in e, on atoms 1 to 2: C -0.072; C -0.834